Computed, not measured: a cluster of 2 separate species, C4H12NO3 in total at a distorted geometry, with ωB97M-V/def2-TZVPD.

Output
**Molar mass**: 122.1 g mol⁻¹
**Energy above the lowest of the compared OMol25 structures with the same formula, charge and spin**: 27.2 kcal/mol
**Total charge**: +1
**F_max**: 1.82 eV Å⁻¹
**Highest occupied orbital energy**: -14.7 eV
**Kohn-Sham gap**: 10.9 eV
**Energy**: -11968.41827 eV

Last column: Mulliken charge in e.
CARTESIAN COORDINATES (ANGSTROEM)
O 0.760 -1.366 -1.622  -0.4441
C 0.356 -0.272 -1.444  0.3875
O -0.229 0.508 -2.406  -0.4746
C 0.592 0.580 -0.211  -0.1087
C 0.672 -0.317 1.030  -0.2013
C 0.784 0.481 2.315  -1.3638
N -0.516 1.628 -0.065  -0.2486
H -0.839 0.035 -2.994  0.3519
H 1.473 1.205 -0.287  0.3204
H 1.487 -1.026 0.918  0.4078
H -0.260 -0.874 0.932  0.2908
H -0.039 0.356 3.018  0.3627
H 0.844 1.576 2.213  0.3404
H 1.671 0.343 2.929  0.3264
H -0.179 2.355 -0.695  0.3825
H -0.523 2.042 0.868  0.3037
H -1.421 1.272 -0.364  0.3497
H -2.305 -2.755 -1.272  0.3107
H -0.954 -2.972 -1.856  0.3218
O -1.376 -2.799 -1.007  -0.6152